No. 1
{"formula": "C34H59ClNPRuSi", "method": "wB97M-V/def2-TZVPD", "e_homo_ev": [-1.97, -3.96], "charge": -1, "e_tot_ha": -2571.51130, "gap_ev": [4.64, 6.61], "multiplicity": 6, "molar_mass_g_mol": 677.44, "species": ["H", "H", "H", "H", "C", "P", "C", "C", "H", "C", "H", "H", "C", "H", "H", "H", "H", "C", "C", "H", "C", "H", "C", "H", "H", "H", "Si", "H", "H", "H", "H", "H", "H", "C", "C", "H", "C", "C", "C", "C", "Ru", "H", "C", "H", "H", "H", "H", "H", "H", "C", "C", "H", "H", "C", "H", "H", "C", "H", "H", "C", "H", "H", "Cl", "H", "C", "H", "C", "C", "H", "C", "H", "H", "C", "H", "H", "H", "H", "H", "H", "C", "H", "H", "H", "H", "H", "H", "H", "C", "C", "C", "H", "C", "H", "N", "C", "H", "C", "C"], "coordinates": [[-0.038, 4.047, -0.767], [1.983, -3.577, -3.430], [-2.260, 0.570, -3.160], [-2.747, -2.145, 3.483], [-2.206, -0.527, -3.162], [-0.101, -0.333, -1.140], [-1.536, 0.100, 3.882], [1.077, 2.218, -1.020], [-1.011, 3.340, -3.471], [3.614, -2.168, -3.533], [-4.316, -0.654, -2.781], [0.992, 1.987, 0.048], [0.047, -1.789, 2.297], [-0.793, -5.125, 2.431], [-1.688, -3.690, 1.902], [-1.781, 1.484, 0.730], [-3.389, 3.317, 0.316], [0.878, 4.086, -2.741], [1.116, -1.610, -3.476], [0.126, -2.015, -3.717], [-1.620, 2.479, 1.214], [4.320, -2.981, -3.730], [-1.528, -3.778, 4.043], [3.069, 1.185, 0.792], [1.915, 4.100, -3.107], [-2.404, -4.375, 4.242], [1.939, 1.491, 2.993], [-3.056, -4.231, -2.029], [3.907, -1.325, -4.175], [-1.425, -2.873, -0.678], [1.068, -1.253, 1.921], [-0.972, -3.008, -2.382], [-1.503, -0.819, -3.955], [-0.429, 3.878, 2.818], [1.898, 0.475, 4.560], [2.091, 1.923, -1.326], [-2.454, 4.683, 1.757], [-0.990, -4.066, 2.650], [3.103, 0.674, 1.764], [-0.517, 2.646, 2.070], [-1.062, -0.242, 2.075], [-4.682, -2.963, -3.486], [2.647, -0.728, -1.683], [-0.800, -4.109, 4.810], [1.353, 1.394, -3.535], [2.779, 0.742, 5.163], [-0.962, 1.822, -1.572], [-1.016, 0.736, 4.590], [4.133, 0.745, 2.151], [-1.406, 4.851, 2.658], [0.059, 3.130, -3.619], [-0.326, 1.023, -3.943], [0.893, -3.546, 1.637], [2.676, 3.170, 3.357], [2.384, 3.529, 4.355], [3.776, 3.088, 3.322], [1.258, -1.322, -1.985], [1.714, 4.262, -0.744], [1.003, 0.668, 5.163], [-1.704, -1.040, -1.811], [1.225, -0.681, -4.054], [-3.065, -3.068, -4.179], [-3.093, -1.031, 1.224], [3.651, -2.606, -1.412], [-0.775, -1.353, 3.724], [2.873, -0.387, 1.607], [0.309, 1.643, -3.302], [-1.891, -2.308, 4.158], [0.370, 3.978, 3.553], [-3.647, -2.625, -3.359], [-3.881, -0.788, -4.489], [0.131, -1.421, 4.335], [-3.590, -1.096, -3.478], [2.783, 0.199, -2.263], [-1.341, 5.769, 3.271], [-3.788, -2.843, -1.213], [2.129, -2.770, -4.999], [4.723, -1.278, -1.886], [2.736, -0.461, -0.621], [-1.711, -2.571, -1.697], [-2.408, -0.677, -1.038], [1.955, -0.603, 4.354], [1.179, -2.282, -1.441], [0.941, -3.487, 3.427], [0.494, 5.107, -2.856], [0.281, 3.319, -4.678], [2.356, 3.906, 2.604], [2.201, -2.614, -3.915], [-3.102, -3.135, -2.021], [-2.576, 3.492, 1.007], [-2.583, -0.106, 4.187], [0.038, 1.425, -1.823], [-2.079, -1.995, 5.189], [0.323, 1.590, 2.205], [3.738, -1.726, -2.064], [-3.212, 5.457, 1.635], [0.312, -3.241, 2.512], [0.899, 3.719, -1.243]], "forces_ev_per_a": [[0.2, -0.1, -0.1], [0.0, 0.1, -0.1], [0.0, -0.2, 0.0], [0.1, 0.1, 0.6], [0.0, -0.3, -0.1], [0.4, 0.2, -0.1], [-0.6, -0.8, 4.3], [-0.1, 0.1, 0.3], [0.1, -0.1, 0.0], [0.1, 0.2, 0.1], [0.1, -0.1, -0.1], [0.0, 0.0, -0.2], [2.5, -2.1, 0.6], [-0.1, 0.1, 0.3], [-0.2, -0.1, -0.1], [0.2, 1.0, 0.1], [-0.1, 0.1, 0.1], [0.3, 0.0, 0.1], [0.4, -0.2, -0.3], [0.3, 0.1, 0.1], [-1.3, 0.5, -0.8], [0.0, 0.1, -0.1], [0.0, -0.6, 0.3], [0.0, -0.1, 0.3], [-0.1, -0.1, 0.0], [-0.6, -0.3, 0.1], [-2.2, 0.1, -1.4], [-0.1, 0.1, 0.0], [0.0, -0.1, 0.0], [0.0, 0.2, -0.2], [-2.0, -0.7, 1.5], [-0.1, 0.0, 0.1], [-0.2, 0.1, 0.0], [-0.3, -0.8, -0.6], [0.4, -0.1, 0.3], [-0.2, 0.0, 0.0], [-0.7, -0.3, -0.8], [0.8, 0.4, -0.1], [0.3, 0.0, 0.1], [0.3, 0.5, 0.9], [0.2, 4.4, -7.2], [0.1, 0.0, 0.0], [-0.1, -0.1, 0.0], [0.0, 0.3, -0.3], [-0.1, 0.0, 0.1], [-0.1, -0.1, 0.0], [0.2, 0.1, -0.1], [-0.1, 0.3, -0.1], [-0.2, -0.1, -0.1], [0.4, 0.2, 0.3], [-0.1, -0.1, -0.1], [0.2, 0.1, 0.1], [0.1, -0.5, 0.0], [0.3, 0.3, 0.1], [0.1, 0.0, -0.3], [-0.3, 0.1, 0.1], [-0.5, 0.3, 0.3], [-0.2, 0.0, -0.1], [0.2, 0.0, -0.1], [0.2, 0.6, 0.3], [0.0, -0.2, 0.1], [0.0, 0.0, 0.0], [-1.5, -0.3, -0.7], [0.0, 0.1, -0.1], [0.7, 0.0, 2.9], [0.1, 0.2, 0.0], [-0.2, 0.5, -0.3], [0.9, -0.8, -0.5], [-0.4, 0.1, -0.2], [0.1, 0.0, 0.0], [-0.1, 0.0, 0.1], [-0.6, 0.3, 0.7], [-0.1, 0.0, 0.1], [0.0, -0.3, 0.1], [-0.1, -0.5, -0.4], [0.1, 0.0, -0.1], [0.1, -0.1, 0.1], [0.0, -0.1, 0.0], [-0.1, -0.1, -0.3], [-0.1, 0.0, -0.1], [0.1, -0.2, -0.4], [0.0, 0.3, 0.0], [0.1, 0.1, -0.2], [-0.3, 0.4, -0.7], [0.1, -0.1, -0.1], [-0.1, 0.1, 0.1], [0.2, -0.2, 0.2], [-0.3, 0.1, 0.1], [0.0, 0.2, 0.1], [1.3, -0.1, 1.2], [0.7, 0.3, -0.1], [-0.1, -0.9, 0.3], [-0.5, -0.3, -0.1], [1.8, -0.6, 0.6], [-0.1, -0.1, -0.2], [0.2, -0.1, 0.1], [0.3, -0.8, -0.6], [-0.2, 0.1, -0.2]], "mulliken_charge": [0.2013, 0.3760, 0.2467, 0.2729, -0.5621, 0.7429, -1.3420, 1.3466, 0.3296, -0.8070, 0.3907, -2.2643, 1.0349, 0.4370, 0.0680, -0.9327, 0.4563, -0.8686, -0.3418, 0.0314, 1.1007, 0.4285, -1.1863, 0.1896, 0.3200, 0.4277, 0.0896, 0.4320, 0.3268, -0.5168, -0.7989, 0.2498, 0.1225, -0.9879, -1.1602, 0.5614, -0.7352, -0.3300, -0.8376, 1.5075, -0.4060, 0.3819, 0.0495, 0.3941, 0.3805, 0.5162, 0.8424, 0.1633, 0.4969, -0.6469, -0.8863, 0.1523, 0.3849, -1.4935, 0.3006, 0.4067, 0.1621, 0.3980, 0.2866, 0.4471, 0.1192, 0.2789, -0.5063, 0.3684, 0.7221, 0.2135, -0.6897, -0.8111, 0.2382, -0.7599, 0.4213, 0.2920, -1.0546, 0.3405, 0.3362, 0.2935, 0.3974, 0.3959, -0.8225, -0.1157, 0.0748, 0.2236, 0.7849, 0.4317, 0.4536, 0.4175, 0.3776, -0.9404, -0.7694, -0.7094, 0.5646, -0.4730, 0.4488, 0.4421, -0.7872, 0.3207, -1.1510, -0.7165]}

No. 2
{"formula": "C34H59N7O6Si2Y", "method": "wB97M-V/def2-TZVPD", "e_homo_ev": -9.90, "de_lowest_kj_mol": 37.6, "charge": 1, "e_tot_ha": -2783.04415, "gap_ev": 7.99, "molar_mass_g_mol": 806.97, "species": ["H", "H", "O", "H", "H", "H", "C", "H", "H", "H", "H", "H", "H", "C", "C", "H", "C", "C", "H", "C", "H", "C", "H", "C", "C", "C", "H", "H", "H", "C", "H", "N", "H", "H", "N", "H", "H", "H", "H", "C", "H", "H", "H", "N", "H", "C", "H", "H", "H", "H", "O", "C", "C", "H", "H", "H", "H", "H", "C", "H", "H", "Si", "H", "C", "O", "C", "C", "H", "N", "N", "C", "O", "C", "C", "H", "H", "C", "C", "Y", "C", "O", "C", "H", "C", "C", "H", "H", "H", "H", "H", "C", "C", "H", "H", "N", "H", "O", "H", "C", "H", "C", "C", "C", "H", "H", "H", "Si", "N", "H"], "coordinates": [[-0.935, 0.626, -4.601], [1.545, -5.574, -1.483], [-2.281, -1.579, 6.122], [-1.811, 5.773, 1.968], [-0.277, -2.334, -2.811], [3.906, -0.593, 1.793], [1.231, -2.894, -0.636], [-3.105, -4.283, 0.086], [3.462, -0.029, -2.901], [1.412, 5.228, -1.520], [3.943, -4.867, -1.723], [1.282, 1.720, -3.263], [2.251, -1.101, 1.475], [-3.949, 0.435, 3.589], [3.009, -5.560, 0.124], [1.132, 1.989, 2.864], [-2.010, -1.864, -1.636], [5.144, 0.582, -0.529], [-4.635, 2.745, 2.062], [4.012, -4.705, -0.644], [-1.667, 4.275, -2.013], [-1.139, 4.959, 2.201], [5.441, 1.232, 0.299], [0.546, 3.941, 3.548], [1.233, 4.383, -0.847], [-1.680, 4.335, -3.095], [2.270, 1.846, 0.789], [-2.538, 3.765, -5.394], [-4.166, -2.136, 6.807], [0.506, 2.857, 2.689], [-1.758, 3.746, 0.535], [-0.298, 2.799, 1.628], [-5.356, 1.353, 1.260], [5.728, -0.342, -0.450], [-2.644, -3.037, -1.527], [-2.953, -4.981, -2.170], [-0.792, 4.877, -3.427], [-3.285, -3.777, -3.414], [3.562, -1.646, -2.237], [3.069, -5.300, 1.626], [0.176, 4.129, -0.887], [-2.571, 4.869, -3.421], [4.405, 3.773, -0.224], [0.433, -2.024, -0.059], [3.870, -3.640, -0.445], [-2.550, -0.878, 5.003], [2.947, 2.169, -3.607], [4.058, 4.657, -1.714], [-0.590, -1.301, 4.266], [1.690, 3.398, -3.692], [-0.690, -0.090, 2.035], [2.022, 2.514, -3.137], [-1.534, -0.809, 4.072], [4.077, -5.472, 2.003], [5.029, -4.949, -0.337], [-0.288, 5.880, 3.948], [1.217, 3.934, 4.396], [-2.658, 2.020, -5.286], [3.036, -0.689, -2.140], [1.981, -0.815, -2.401], [-2.823, -2.170, 7.969], [3.323, 0.143, -0.462], [5.430, 1.071, -1.460], [-2.008, 2.869, -5.085], [-2.413, 1.355, 0.446], [2.061, 1.461, -0.229], [-2.618, -4.036, -2.589], [-4.490, -3.389, -0.580], [-0.306, -2.738, 0.835], [0.023, -3.972, 0.798], [-1.342, 0.585, -3.589], [-0.604, -0.333, -2.815], [-1.694, -0.123, 2.863], [-3.789, -0.248, 4.766], [-3.269, -2.548, 0.403], [-2.397, 0.292, -3.650], [-0.292, 5.015, 3.297], [-1.119, -1.642, -2.856], [-0.208, 0.631, 0.069], [-1.108, 3.835, 1.397], [-2.069, -0.989, -0.777], [-3.430, -3.330, -0.331], [-4.900, 0.919, 3.412], [-3.267, -1.618, 7.147], [3.244, -1.017, 1.030], [0.921, -6.121, 0.076], [-1.650, -1.839, -3.790], [1.463, 4.715, 0.171], [1.968, -2.686, -1.392], [3.254, -6.610, -0.062], [-4.501, 2.031, 1.248], [4.057, 3.663, -1.256], [-1.100, 2.784, -5.685], [3.613, -2.028, 0.833], [0.993, -4.095, -0.124], [-4.481, 2.557, 0.297], [-0.941, 2.053, -1.757], [2.387, -5.951, 2.175], [-3.203, 1.276, 1.400], [-4.596, -0.297, 5.479], [1.586, -5.409, -0.406], [-1.299, 1.950, -2.932], [-2.943, 0.525, 2.607], [4.788, 3.056, -1.789], [-1.612, -4.186, -2.979], [-3.526, -0.613, 7.483], [2.327, 2.937, -1.319], [-1.706, 2.990, -3.661], [2.804, -4.265, 1.857]], "forces_ev_per_a": [[0.0, 0.0, 0.0], [0.0, 0.0, 0.0], [0.0, 0.0, 0.1], [0.0, 0.0, 0.0], [0.0, 0.0, 0.0], [0.0, 0.0, 0.0], [0.0, 0.1, 0.0], [0.0, 0.0, 0.0], [0.0, 0.0, 0.0], [0.0, 0.0, 0.0], [0.0, 0.0, 0.0], [0.0, 0.0, 0.0], [0.0, 0.0, 0.0], [0.0, 0.0, 0.0], [0.0, 0.0, 0.0], [0.0, 0.0, 0.0], [0.0, -0.1, 0.1], [0.2, 0.1, 0.0], [0.0, 0.0, 0.0], [0.0, 0.0, 0.0], [0.0, 0.0, 0.0], [0.0, 0.0, 0.0], [0.0, 0.0, 0.0], [0.0, 0.0, 0.0], [-0.1, 0.1, 0.1], [0.0, 0.0, -0.1], [-0.1, 0.0, 0.0], [0.0, 0.0, 0.0], [0.0, 0.0, 0.0], [0.0, -0.1, 0.0], [0.0, 0.0, 0.0], [0.1, -0.1, -0.3], [0.0, 0.0, 0.0], [0.0, 0.0, 0.0], [0.1, 0.0, 0.0], [0.0, 0.0, 0.0], [0.0, 0.0, 0.0], [0.0, 0.0, 0.0], [0.0, 0.0, 0.0], [0.0, 0.0, 0.0], [0.0, 0.0, 0.0], [0.0, 0.0, 0.0], [0.0, 0.0, 0.0], [-0.1, 0.0, 0.2], [0.0, 0.0, 0.0], [-0.1, 0.0, 0.0], [0.0, 0.0, 0.0], [0.0, 0.0, 0.0], [0.0, 0.0, 0.0], [0.0, 0.0, 0.0], [0.2, 0.1, -0.2], [0.0, 0.0, -0.1], [0.0, -0.1, 0.0], [0.0, 0.0, 0.0], [0.0, 0.0, 0.0], [0.0, 0.0, 0.0], [0.0, 0.0, 0.0], [0.0, 0.0, 0.0], [0.0, -0.1, -0.1], [0.0, 0.0, 0.0], [0.0, 0.0, 0.0], [-0.1, 0.0, 0.1], [0.0, 0.0, 0.0], [0.0, 0.1, 0.1], [0.0, 0.1, 0.1], [0.4, 0.2, 0.0], [0.0, 0.0, 0.1], [0.0, 0.0, 0.0], [0.1, -0.1, -0.2], [0.0, 0.3, 0.0], [0.0, 0.0, 0.0], [0.1, 0.0, 0.0], [0.3, 0.0, -0.1], [0.1, 0.0, 0.0], [0.0, 0.0, 0.0], [0.0, 0.0, 0.0], [0.0, 0.0, 0.0], [0.0, 0.0, 0.0], [-1.2, -0.1, -0.1], [0.0, 0.0, 0.1], [0.1, 0.4, 0.0], [0.0, 0.0, -0.1], [0.0, 0.0, 0.0], [0.0, 0.0, -0.1], [0.0, -0.1, 0.1], [0.0, 0.0, 0.0], [0.0, 0.0, 0.0], [0.0, 0.0, 0.0], [0.0, 0.0, 0.0], [0.0, 0.0, 0.0], [-0.1, 0.0, 0.0], [0.1, 0.1, 0.0], [0.0, 0.0, 0.0], [0.0, 0.1, 0.0], [0.0, -0.4, 0.0], [0.0, 0.0, 0.0], [0.2, -0.1, 0.3], [0.0, 0.0, 0.0], [0.0, -0.2, 0.0], [0.0, 0.0, 0.0], [-0.1, 0.1, 0.0], [0.0, 0.0, 0.1], [-0.1, 0.1, 0.0], [0.0, 0.0, 0.0], [0.0, 0.0, 0.0], [0.0, 0.0, 0.0], [0.0, -0.1, 0.0], [0.0, 0.0, -0.1], [0.0, 0.0, 0.0]], "mulliken_charge": [0.6024, 0.4287, -0.4543, 0.4888, 0.4157, 0.5497, -1.8694, 0.3981, 0.4726, 0.5591, 0.3634, -0.0992, -0.0491, -1.9012, 0.8560, 0.4092, 0.3880, -1.2655, 0.4527, -1.1894, 0.0093, -1.4164, 0.3608, -1.2618, -0.5051, -0.8111, -0.1635, 0.3127, 0.3545, -0.3326, 0.5297, 1.1105, 0.4895, 0.3268, 0.3011, 0.3328, 0.3043, 0.2763, 0.4772, -1.4319, -0.4025, 0.4608, 0.3002, 0.8585, 0.0743, 0.8293, 0.5770, 0.3584, 0.5286, 0.3775, 0.5008, -0.8134, -0.5350, 0.4503, 0.4609, 0.4415, 0.4824, 0.3608, -0.9395, -0.0449, 0.2690, 0.2682, 0.3374, -0.9823, 0.5333, 1.1373, -0.9672, 0.3859, -0.0494, -1.0098, -1.4147, -0.0680, 0.1975, -1.1520, 0.1186, 0.6594, -0.3599, -1.9493, 0.2057, -0.3104, 0.0731, -0.9505, 0.4179, -0.9334, -0.8228, 0.4340, 0.7686, 0.2386, 0.8749, 0.3387, -2.4505, -1.3152, 0.3225, 0.2141, 0.9730, 0.3400, 0.5718, 0.3871, 0.5631, 0.4372, -1.3212, -0.2826, 1.1541, 0.3680, 0.3929, 0.3739, 0.3640, 0.2793, 0.1946]}